1.
C16H23NOS | the ωB97M-V functional and the def2-TZVPD basis

```
42
Properties=species:S:1:pos:R:3:forces:R:3:mulliken_charge:R:1
O -0.392 -1.427 -0.130 0.0842 -1.1713 0.2805 -0.61
C -0.521 -2.260 0.764 6.3799 5.6651 2.1305 0.81
N 0.464 -2.375 1.805 3.4182 8.0903 -13.8478 -0.14
H 0.324 -2.775 2.557 -1.4320 -4.8006 9.2418 0.06
C 1.686 -1.329 1.513 -1.8075 -1.9165 10.4917 -0.77
C 1.319 0.146 2.337 0.4886 -2.0303 -1.9701 -0.47
H 0.347 0.651 1.943 1.7043 -1.1300 0.8625 0.19
H 1.317 -0.108 3.396 -0.5120 0.1212 -0.1152 0.50
S 2.771 1.222 2.044 -2.0698 0.0949 -0.6558 -0.12
C 1.914 2.233 0.649 3.9199 -0.8010 2.0017 -0.25
C 2.967 3.389 0.655 0.1594 0.5556 -4.4300 -0.48
C 2.498 4.292 -0.614 -3.2428 1.4846 0.9054 -0.73
C 2.176 3.537 -2.145 5.7454 -6.9802 11.3237 -1.07
C 1.264 2.284 -1.615 1.4657 1.9330 -5.8801 -0.99
C 1.883 1.378 -0.671 -12.1901 6.1793 6.9913 -0.85
H 1.082 0.727 -0.384 0.2386 -1.6560 -0.4493 -0.06
H 2.670 1.118 -0.967 11.8021 -4.7091 -3.7211 0.94
H 1.146 1.830 -2.610 -0.1816 -0.8653 0.1853 0.39
H 0.270 2.514 -1.406 -1.5344 1.0817 0.8499 0.48
H 1.749 4.215 -2.611 -3.6759 5.8932 -5.2367 0.70
H 3.258 3.158 -2.302 -2.0234 0.6537 -1.0001 0.25
H 3.028 5.285 -0.613 0.0102 -1.1444 -0.5299 0.38
H 1.363 4.699 -0.227 2.7010 -1.0932 -1.1237 0.22
H 2.913 4.120 1.557 0.7319 -1.8409 -1.3596 0.29
H 4.069 2.864 0.207 -2.8781 1.6813 2.2076 0.25
H 0.925 2.507 1.050 0.4002 0.0620 -0.4496 0.56
H 1.886 -1.094 0.553 0.7774 -0.2685 -3.0652 0.52
H 2.553 -1.907 2.385 -2.0310 2.1376 -3.5433 0.24
C -1.589 -2.996 1.073 -7.9078 -3.7782 0.2642 -1.47
C -2.748 -2.872 0.035 9.5391 -4.3502 -1.8496 0.87
C -3.777 -2.345 0.446 -9.0705 6.2336 2.7082 -0.16
C -4.743 -2.063 -0.636 -3.0976 3.2298 11.2533 -0.32
C -4.686 -2.477 -1.812 -1.6218 -0.1192 -8.0082 -0.34
C -3.511 -3.024 -2.335 3.8963 -3.0463 0.9444 -0.55
C -2.505 -3.263 -1.335 -0.8594 -0.8062 -0.5025 -0.25
H -1.575 -3.928 -1.402 -1.3907 1.3438 -0.8151 0.28
H -3.274 -3.530 -3.344 -1.0020 1.3576 1.5452 0.28
H -5.593 -2.135 -2.407 1.4615 -0.9796 0.0570 0.26
H -5.723 -1.523 -0.203 2.1326 -1.1680 -1.3787 0.18
H -3.901 -1.856 1.581 0.0904 -1.5612 -3.3161 0.12
H -2.120 -2.926 2.069 1.1850 0.7178 -0.7793 0.40
H -1.185 -3.955 1.149 0.1967 -2.2999 -0.2172 0.43
```
Positions in Å, forces in eV/Å.

E_LUMO	0.6	eV
DFT total energy	-1151.247852	Eh
multiplicity	1
HOMO	-0.3019	hartree
F_max	16.40	eV Å⁻¹
orbital gap	8.857	eV

---

2.
C11H4Cl41NOP | the ωB97M-V functional and the def2-TZVPD basis

```
59
Properties=species:S:1:pos:R:3:forces:R:3:mulliken_charge:R:1
C 6.496 4.354 0.718 0.9009 -0.5473 -1.1967 -0.63
P 4.748 5.055 1.124 -0.8733 1.8629 0.2878 -0.03
O 3.487 4.120 0.300 -0.3575 0.9192 1.5397 -0.38
N 4.542 6.714 0.408 -0.0231 -3.3792 0.2813 -0.32
Cl 6.073 7.506 0.652 0.2760 0.4342 -0.3927 -0.28
H 6.875 4.648 -0.375 -0.5636 -0.5688 2.3722 0.14
H 7.218 4.811 1.551 -1.6059 -1.0771 -1.9346 0.19
H 6.481 3.167 0.791 0.0006 2.4651 -0.0018 0.20
H 2.712 4.172 0.962 2.0402 -0.1398 -1.5443 0.32
C 2.812 10.458 0.490 0.0643 -0.6289 -0.0185 0.32
Cl 1.481 11.492 -0.088 0.1346 -0.0025 0.0601 -0.13
Cl 2.197 8.815 0.799 0.2920 0.7324 -0.1156 -0.05
Cl 4.091 10.390 -0.749 -0.3803 0.0365 0.3750 -0.08
Cl 3.480 11.136 1.996 -0.1278 -0.0781 -0.2925 -0.12
C 8.781 7.920 3.716 -0.5810 -0.3142 -0.1486 0.31
Cl 9.190 8.921 2.300 -0.0697 -0.2205 0.3347 -0.11
Cl 7.252 7.057 3.411 0.8845 0.3492 0.5984 -0.01
Cl 10.083 6.738 4.003 -0.1171 0.2212 -0.0278 -0.13
Cl 8.598 8.963 5.149 0.1115 -0.1026 -0.1891 -0.12
C 4.281 2.251 -2.900 0.2292 0.4782 0.3835 0.22
Cl 5.043 3.825 -2.558 -0.3368 -0.5489 -0.1538 -0.06
Cl 2.634 2.513 -3.527 0.2913 -0.1221 0.1075 -0.12
Cl 5.246 1.375 -4.115 -0.1962 0.0370 0.1555 -0.04
Cl 4.200 1.291 -1.401 0.2445 0.5169 -0.4576 -0.09
C 2.481 -2.699 -0.825 -0.0338 0.2163 -0.0894 0.27
Cl 0.936 -3.261 -0.138 0.5188 0.2223 -0.2558 -0.03
Cl 3.689 -2.547 0.475 -0.2867 -0.0338 -0.3230 -0.10
Cl 3.055 -3.873 -2.036 -0.0894 0.1981 0.2217 -0.10
Cl 2.243 -1.113 -1.602 -0.0972 -0.8214 0.2660 -0.04
C -3.164 -3.078 1.289 0.0878 0.1756 -0.0825 0.26
Cl -4.330 -3.897 2.358 0.2197 0.1475 -0.2170 -0.03
Cl -1.667 -4.040 1.196 -0.6271 0.0910 0.1805 -0.08
Cl -3.866 -2.913 -0.340 0.5553 0.2303 0.4793 -0.05
Cl -2.792 -1.462 1.942 -0.0919 -0.4527 -0.1628 -0.10
C 6.570 -2.300 -6.254 -0.0797 0.0656 0.1205 0.32
Cl 5.928 -2.968 -7.776 0.1493 0.1405 0.3182 -0.10
Cl 6.934 -0.570 -6.472 -0.0706 -0.4557 0.0258 -0.09
Cl 5.357 -2.494 -4.963 0.3202 0.0637 -0.3301 -0.04
Cl 8.059 -3.169 -5.806 -0.3313 0.1929 -0.1137 -0.10
C -6.630 -5.216 5.715 0.1036 0.0645 -0.1105 0.37
Cl -5.217 -6.300 5.729 -0.3683 0.2711 -0.0092 -0.08
Cl -7.590 -5.471 7.195 0.3165 0.1835 -0.2265 -0.13
Cl -6.079 -3.523 5.649 -0.1505 -0.4410 0.0323 -0.08
Cl -7.636 -5.569 4.287 0.5689 0.3698 0.1519 -0.07
C -6.936 -5.514 -1.981 -0.0237 0.0310 0.1071 0.26
Cl -8.267 -4.480 -2.559 0.2947 -0.2476 0.1257 -0.06
Cl -7.551 -7.157 -1.672 0.1268 0.3397 -0.0923 -0.11
Cl -5.657 -5.582 -3.220 -0.2908 -0.0304 0.3237 -0.10
Cl -6.268 -4.837 -0.475 -0.5293 -0.4545 -0.5010 0.01
C -7.267 -2.001 -5.747 0.0758 0.0105 0.0268 0.29
Cl -7.789 -3.556 -6.442 0.1203 0.3516 0.1765 -0.08
Cl -8.653 -1.209 -4.955 0.3163 -0.1993 -0.1723 -0.09
Cl -5.982 -2.288 -4.547 -0.3255 0.1402 -0.3447 -0.01
Cl -6.644 -0.950 -7.044 -0.1632 -0.2606 0.3212 -0.10
C -10.653 -8.731 5.273 0.0186 0.0792 0.0623 0.30
Cl -10.584 -10.039 6.480 -0.0239 0.2778 -0.2832 -0.11
Cl -12.335 -8.168 5.102 0.3747 -0.1411 0.0312 -0.10
Cl -9.625 -7.377 5.805 -0.6926 -0.7914 -0.0383 -0.01
Cl -10.068 -9.339 3.703 -0.1290 0.1440 0.3593 -0.10
```
Positions in Å, forces in eV/Å.

charge	-1
E_LUMO	0.8	eV
DFT total energy	-19760.592598	Eh
multiplicity	1
HOMO	-0.1005	hartree
F_max	3.39	eV Å⁻¹
orbital gap	3.540	eV